{
  "formula": "C47H58BrIKN4O8PS4",
  "method": "the ωB97M-V functional and the def2-TZVPD basis",
  "symbols": ["K", "C", "C", "C", "C", "C", "C", "C", "S", "O", "O", "N", "C", "C", "C", "C", "C", "C", "C", "C", "N", "C", "H", "H", "H", "H", "H", "H", "H", "H", "H", "H", "H", "H", "H", "S", "C", "N", "C", "C", "C", "C", "C", "C", "S", "H", "H", "H", "H", "O", "H", "H", "O", "H", "H", "O", "O", "O", "S", "N", "Br", "C", "C", "C", "C", "C", "C", "I", "H", "H", "H", "H", "O", "P", "C", "C", "C", "C", "C", "C", "C", "C", "C", "C", "C", "C", "C", "C", "C", "C", "C", "C", "H", "H", "H", "H", "H", "H", "H", "H", "H", "H", "H", "H", "H", "H", "H", "H", "H", "H", "H", "H", "H", "H", "H", "H", "H", "H", "H", "H", "H", "H", "H", "H", "H"],
  "positions_angstrom": [[-1.96099, 1.03910, -1.10628], [-1.22323, -0.96320, 6.59533], [-0.74469, -1.96326, 5.61572], [-0.89886, -1.79145, 4.24669], [-0.44369, -2.74164, 3.36147], [-0.02409, -3.97872, 3.88315], [0.18195, -4.18183, 5.29756], [-0.09587, -3.12635, 6.09078], [-0.17018, -5.41562, 2.89720], [0.97500, -6.19691, 3.34184], [-1.53094, -5.83851, 3.08952], [-0.05234, -4.85734, 1.38777], [-0.01094, -5.78277, 0.41475], [0.24272, -7.14839, 0.57252], [0.73235, -7.93915, -0.50376], [0.75004, -7.46226, -1.87519], [0.44463, -6.05210, -2.08117], [0.31464, -5.61967, -3.42036], [-0.21848, -4.36378, -3.63352], [-0.80414, -3.71799, -2.57472], [-0.63106, -3.97246, -1.25301], [-0.01026, -5.16609, -0.98763], [-1.85815, -0.30013, 6.04665], [-0.53117, -0.24602, 6.97897], [-1.83094, -1.44361, 7.41518], [-1.20054, -0.79424, 3.84141], [-0.40743, -2.57444, 2.27335], [0.65425, -5.13692, 5.64617], [0.18923, -3.15706, 7.15589], [0.08086, -7.61930, 1.52259], [1.07616, -8.93862, -0.27736], [1.09657, -8.07283, -2.65770], [0.68065, -6.26933, -4.15583], [-0.29905, -3.90378, -4.62508], [-1.26233, -2.77524, -2.73083], [-5.69518, 0.92240, -2.52418], [-4.43277, 0.37473, -3.51399], [-3.03272, 0.28202, -3.46556], [-2.50871, 0.16040, -4.64929], [-1.07107, 0.10008, -4.90472], [-0.73534, 0.11312, -6.22890], [-1.63723, 0.10712, -7.29361], [-3.01094, -0.05531, -7.01162], [-3.40590, -0.19628, -5.70614], [-5.04203, -0.18031, -5.12769], [-0.26379, 0.07918, -4.15024], [0.38928, 0.08755, -6.40006], [-1.25236, 0.06678, -8.31323], [-3.77916, -0.00097, -7.79416], [-2.06947, -2.33500, 0.61832], [-2.78559, -2.71930, 1.08138], [-1.64346, -3.05958, 0.05678], [-1.87245, 0.24041, 1.59883], [-2.73214, 0.62560, 1.42968], [-1.89306, -0.66284, 1.17049], [-0.89426, -7.19438, -6.97949], [-0.98030, -8.33650, -6.56593], [-5.51050, 3.27130, 1.99593], [-5.04580, 2.76737, 0.69777], [-3.93766, 1.86497, 0.37211], [-4.96263, 0.87925, 3.63688], [-5.05387, -0.70827, 4.64625], [-4.88344, -0.44479, 6.06967], [-4.67806, -1.48825, 6.91672], [-4.68085, -2.81470, 6.32820], [-4.90704, -3.04505, 5.05371], [-5.16980, -1.98618, 4.15217], [-5.55544, -2.35565, 2.07836], [-4.80937, 0.59535, 6.41273], [-4.57415, -1.41462, 8.02087], [-4.56753, -3.64952, 7.05863], [-5.00330, -4.05036, 4.63491], [0.79109, 2.21600, -1.27925], [2.13322, 2.94100, -1.11089], [3.54033, 1.76609, -0.94448], [3.02221, 0.44427, -0.28986], [3.96239, -0.38831, 0.52366], [5.12262, 0.29936, 1.24698], [5.17105, 1.84509, 1.17923], [4.82702, 2.33186, -0.23738], [2.35364, 3.85763, -2.70852], [0.99389, 4.24611, -3.32472], [1.16481, 4.40708, -4.82353], [2.24883, 5.51152, -5.17908], [2.90340, 6.00647, -3.81656], [3.37346, 4.98012, -2.83043], [2.22383, 4.18300, 0.37476], [1.29191, 5.35893, 0.21319], [0.54585, 5.87834, 1.46979], [0.13546, 4.80193, 2.49867], [0.52598, 3.40169, 2.04141], [2.00269, 3.38963, 1.59593], [3.91896, 1.43671, -1.99559], [2.72520, -0.14854, -1.15103], [2.15299, 0.67599, 0.35310], [4.40495, -1.21735, -0.08586], [3.28933, -0.89125, 1.21242], [6.08778, 0.18161, 0.74173], [5.25034, 0.01051, 2.31064], [6.24354, 2.19542, 1.35833], [4.60626, 2.33890, 1.93614], [5.58662, 1.79000, -0.79025], [4.85552, 3.44997, -0.43654], [2.70543, 3.07970, -3.39647], [0.63092, 5.17544, -2.83389], [0.21903, 3.39994, -3.19027], [0.23585, 4.68034, -5.32002], [1.42649, 3.40481, -5.27575], [1.74295, 6.32430, -5.69917], [3.07945, 5.04848, -5.74675], [2.18459, 6.72950, -3.44994], [3.76885, 6.56293, -4.14777], [3.59655, 5.47351, -1.87961], [4.36220, 4.57106, -3.09535], [3.25644, 4.52241, 0.22793], [0.49909, 5.18290, -0.63031], [1.83965, 6.27620, -0.13823], [-0.36316, 6.37529, 1.08009], [1.08629, 6.62715, 2.01402], [-0.94008, 4.85320, 2.77477], [0.59814, 5.09489, 3.46057], [-0.17554, 3.13697, 1.22194], [0.36874, 2.64062, 2.85705], [2.39245, 2.34595, 1.44021], [2.50897, 3.82674, 2.48125]],
  "forces_ev_per_a": [[0.21, 0.05, 0.08], [-1.44, -0.08, 0.40], [0.91, -1.04, 0.10], [0.46, 1.88, 0.10], [0.48, -1.33, -0.18], [-0.66, 0.69, 0.88], [0.72, -1.05, -2.66], [-0.38, 1.19, 1.52], [1.28, 1.54, -0.96], [-0.56, -0.94, -0.08], [-0.46, -1.21, 0.74], [-0.34, -0.46, 0.67], [1.19, 2.06, -1.27], [0.26, -0.59, -1.70], [-0.87, 1.59, -2.26], [0.19, 1.30, 4.55], [-1.37, -0.95, 0.48], [0.05, 1.65, 1.93], [-0.08, -1.10, -1.26], [1.03, 1.45, 2.53], [0.31, -2.09, -1.20], [-0.14, -2.25, -0.27], [-1.02, 0.34, -0.24], [1.14, -0.05, 0.65], [0.74, 0.61, -0.71], [-0.15, -0.97, 0.38], [-0.42, -0.25, 0.73], [-0.68, 1.06, -0.37], [-0.40, -0.06, -0.41], [0.28, 0.03, 0.31], [-0.18, -0.22, -0.09], [0.40, -0.57, -0.93], [0.37, -0.63, -1.25], [-0.08, -0.33, 0.34], [-0.68, 0.76, -0.37], [1.40, -0.48, 0.00], [0.50, -0.38, -0.62], [-3.93, 1.48, 2.97], [2.26, -2.42, -1.70], [-1.97, 0.41, 0.20], [2.53, -0.26, -0.58], [-0.57, -0.52, -0.12], [0.88, 0.04, -1.07], [0.22, 1.50, -0.02], [0.88, 0.24, 0.58], [-0.93, 0.21, -0.17], [-1.50, 0.10, -0.29], [-0.24, 0.26, 0.21], [0.48, -0.33, 0.14], [1.48, -0.11, -1.68], [-1.13, -0.72, 0.77], [-0.24, 0.88, 0.68], [1.05, -1.38, -0.40], [-0.88, 0.62, -0.13], [-0.03, 0.83, 0.71], [-0.11, -1.55, 0.57], [0.12, 1.56, -0.55], [0.41, -0.18, 1.31], [-0.24, 0.15, -2.41], [-0.12, 0.35, 1.39], [-0.40, -0.19, -0.38], [0.28, 1.03, 1.45], [0.33, -0.05, -1.06], [-0.34, -1.86, -0.24], [0.46, 0.71, 4.77], [-1.25, -0.82, -3.49], [0.49, 0.47, -0.16], [0.23, 0.17, 1.03], [-0.21, -0.49, -0.30], [0.05, 0.22, -1.01], [0.06, 0.54, -0.87], [0.29, 0.20, 0.37], [1.68, 0.66, 0.81], [-2.32, 0.06, -0.56], [1.10, -0.81, -0.26], [-0.71, 1.19, -0.69], [1.11, -1.36, 0.11], [0.96, 1.50, 0.37], [0.48, 1.00, -0.11], [-0.42, 0.01, -0.79], [-0.18, -0.77, -0.07], [-1.35, -1.01, 0.42], [0.81, 0.07, -1.10], [0.39, -1.89, 1.86], [-0.21, 1.02, -2.49], [0.36, -0.25, 0.61], [0.79, -0.56, -2.77], [-1.44, 1.78, -1.73], [-1.34, -0.66, -0.44], [-0.38, 0.32, 0.89], [-0.64, -0.83, 0.19], [-0.26, -1.36, 1.92], [-1.01, 1.02, 1.46], [-0.73, -0.16, 0.34], [0.18, -0.22, -0.68], [-0.38, 0.66, 0.34], [0.33, -0.23, 0.39], [-0.17, -1.30, -0.02], [-0.14, -0.13, -0.71], [-1.24, -0.55, -0.09], [-0.75, 0.30, 0.62], [0.62, 0.66, -0.55], [0.56, -1.36, 0.50], [0.02, -0.34, 0.25], [-0.09, -0.58, -0.41], [1.29, 1.47, 0.23], [-0.24, -0.01, 0.21], [-0.07, 0.96, 0.53], [0.51, 0.09, -0.07], [-0.62, 0.43, -0.24], [0.04, 0.04, 0.75], [0.31, 0.58, 0.13], [-0.36, 0.12, 0.13], [-0.32, 0.04, -0.30], [0.00, 0.03, 0.58], [1.32, 0.03, 1.62], [-0.21, -0.96, -0.06], [0.41, -0.10, 0.26], [0.64, 0.50, -0.05], [0.46, -0.15, -0.64], [0.26, -0.51, -0.29], [0.58, -0.18, 0.31], [0.10, 0.76, -0.81], [-0.46, 0.96, 0.54], [0.32, -0.24, -0.49]],
  "total_charge": -2,
  "de_lowest_ev": 0.239,
  "e_homo_ev": [-2.24, -2.24],
  "total_energy_ha": -8052.31466,
  "orbital_gap_ev": [3.9, 3.9]
}